No. 1
C8H24BF4O8Tl as an isolated structure, computed with wB97M-V/def2-TZVPD.

## Properties
HOMO energy	-16.157	eV
LUMO level	-9.458	eV
Kohn-Sham gap	6.70	eV
strongest force on any atom	0.329	hartree/bohr
total charge	+2

Structure (XYZ):
```
46
Properties=species:S:1:pos:R:3:mulliken_charge:R:1
Tl 0.23 0.40 -0.37 2.26
B 1.21 -2.15 0.58 -0.51
F 0.34 -2.03 -0.49 -0.10
F 1.31 -0.85 1.10 0.00
F 0.56 -2.67 1.62 -0.36
F 2.46 -2.81 0.40 -0.36
C -1.31 -1.31 1.66 -0.76
C -1.51 0.17 2.19 -0.72
O -0.72 1.10 1.44 -0.65
O -1.22 -1.39 0.22 -0.50
H -2.11 -1.99 1.94 0.68
H -0.58 -1.87 2.24 0.25
H -1.13 0.17 3.22 0.59
H -2.58 0.35 2.18 0.26
H -0.45 1.75 2.10 0.53
H -1.58 -2.22 -0.09 0.37
C 0.32 -0.16 -3.47 -0.56
C -0.21 -1.43 -2.66 -0.74
O -0.98 -1.26 -1.45 -0.47
O 1.12 0.58 -2.54 -0.65
H -0.48 0.33 -4.01 0.29
H 0.99 -0.50 -4.26 0.61
H 0.68 -2.00 -2.37 0.38
H -0.56 -2.28 -3.24 0.62
H -1.34 -2.11 -1.17 0.44
H 1.76 1.04 -3.09 0.43
C 2.67 0.80 1.65 -0.48
C 2.59 -0.23 2.86 -0.18
O 1.87 0.39 3.89 -0.56
O 1.39 1.13 1.05 -0.66
H 3.36 0.43 0.89 0.43
H 3.04 1.74 2.06 0.41
H 3.55 -0.65 3.16 0.50
H 2.01 -1.12 2.63 0.06
H 1.07 0.71 3.48 0.26
H 1.18 1.92 1.54 0.54
C -1.38 2.47 -1.58 -0.86
C -2.29 1.28 -1.51 -0.45
O -2.06 0.62 -0.33 -0.31
O -0.11 2.04 -2.05 -0.50
H -1.31 2.95 -0.60 0.18
H -1.87 3.17 -2.26 0.66
H -1.91 0.69 -2.35 0.11
H -3.34 1.52 -1.70 0.74
H -2.92 0.53 0.08 0.37
H 0.22 2.76 -2.60 0.42
```

No. 2
An isolated molecule of C24H26N2O6S, computed with wB97M-V/def2-TZVPD.

## Properties
HOMO energy	-7.588	eV
LUMO level	0.340	eV
Kohn-Sham gap	7.93	eV
strongest force on any atom	0.023	hartree/bohr
SMILES	CCOc1ccccc1N(CC(=O)Nc1ccc(OC)c(OC)c1)S(=O)(=O)c1ccccc1

Structure (XYZ):
```
59
Properties=species:S:1:pos:R:3:mulliken_charge:R:1
C 0.66 2.84 0.01 -1.70
C -0.37 1.76 0.29 0.56
O -1.59 2.16 -0.34 -0.39
C -2.77 1.63 0.06 -0.09
C -3.89 2.43 -0.16 -0.47
C -5.16 2.01 0.18 -0.48
C -5.34 0.77 0.77 -0.87
C -4.25 -0.05 0.98 -0.44
C -2.96 0.36 0.62 -0.20
N -1.87 -0.55 0.73 0.88
S -1.87 -1.66 -0.55 1.50
O -2.79 -2.73 -0.29 -0.74
O -0.49 -2.03 -0.73 -0.81
C -2.42 -0.67 -1.93 0.26
C -3.77 -0.68 -2.25 -0.41
C -4.21 0.14 -3.27 -0.69
C -3.31 0.95 -3.95 -0.51
C -1.97 0.93 -3.63 -0.72
C -1.51 0.11 -2.61 -0.35
H -0.47 0.07 -2.34 0.49
H -1.27 1.55 -4.17 0.44
H -3.67 1.60 -4.74 0.40
H -5.26 0.15 -3.54 0.45
H -4.44 -1.32 -1.71 0.49
C -1.62 -1.17 2.03 -0.98
H -1.68 -2.26 1.92 0.49
H -2.36 -0.84 2.76 0.49
C -0.22 -0.77 2.53 0.50
O -0.06 -0.21 3.60 -0.67
N 0.74 -1.11 1.65 0.16
C 2.11 -0.83 1.70 -0.35
C 2.72 -0.14 2.73 -0.69
C 4.09 0.08 2.68 -0.78
C 4.87 -0.37 1.62 0.32
C 4.25 -1.06 0.56 0.97
C 2.88 -1.28 0.63 -0.08
H 2.37 -1.80 -0.17 0.61
O 5.02 -1.48 -0.50 -0.44
C 4.41 -2.25 -1.51 -0.90
H 3.64 -1.68 -2.04 0.32
H 3.97 -3.16 -1.11 0.36
H 5.22 -2.50 -2.20 0.24
O 6.20 -0.05 1.72 -0.48
C 7.17 -0.72 0.95 -0.72
H 7.11 -0.43 -0.11 0.22
H 8.13 -0.40 1.36 0.29
H 7.07 -1.80 1.03 0.30
H 4.59 0.61 3.47 0.43
H 2.14 0.22 3.57 0.54
H 0.44 -1.57 0.80 0.08
H -4.37 -1.03 1.40 0.48
H -6.32 0.44 1.05 0.42
H -6.00 2.65 0.00 0.41
H -3.73 3.40 -0.61 0.49
H -0.03 0.80 -0.11 -0.11
H -0.52 1.65 1.37 0.37
H 1.61 2.55 0.46 0.43
H 0.80 2.96 -1.07 0.33
H 0.34 3.79 0.42 0.37
```

No. 3
A 2-piece molecular cluster, C4H13N3O2 overall, computed with wB97M-V/def2-TZVPD.

## Properties
HOMO energy	-9.463	eV
LUMO level	0.782	eV
Kohn-Sham gap	10.24	eV
strongest force on any atom	0.015	hartree/bohr
SMILES	NNC(N)=O.CC(C)O

Structure (XYZ):
```
22
Properties=species:S:1:pos:R:3:mulliken_charge:R:1
C 0.61 0.52 -1.02 0.57
C 1.03 1.79 -1.75 -1.45
C 1.28 -0.71 -1.62 -1.29
O 0.88 0.62 0.37 -0.54
H 1.83 0.80 0.46 0.33
H -0.48 0.39 -1.07 0.31
H 2.10 1.93 -1.66 0.37
H 0.92 -1.60 -1.11 0.23
H 0.77 1.71 -2.81 0.37
H 0.53 2.67 -1.33 0.35
H 1.04 -0.79 -2.68 0.38
H 2.36 -0.65 -1.51 0.36
N -1.43 -0.18 2.15 -0.10
C -1.25 -1.15 1.19 0.58
N -2.09 1.02 1.81 -0.66
N -0.39 -2.15 1.56 -0.37
O -1.84 -1.14 0.13 -0.66
H -0.77 -0.09 2.90 0.22
H -3.01 0.77 1.45 0.29
H -1.59 1.48 1.05 0.27
H -0.09 -2.24 2.51 0.18
H -0.40 -2.98 1.00 0.25
```

No. 4
An isolated molecule of C23H27N3O9S2, computed with wB97M-V/def2-TZVPD.

## Properties
HOMO energy	-9.011	eV
LUMO level	0.020	eV
Kohn-Sham gap	9.03	eV
strongest force on any atom	0.022	hartree/bohr
SMILES	O=C(COC(=O)c1cc(S(=O)(=O)N2CCCC2)ccc1O)Nc1ccc(S(=O)(=O)N2CCOCC2)cc1

Structure (XYZ):
```
64
Properties=species:S:1:pos:R:3:mulliken_charge:R:1
O 6.92 -1.10 1.31 -0.64
C 5.82 -1.07 0.81 0.21
N 5.15 0.10 0.66 -0.20
C 3.90 0.37 0.07 0.29
C 3.62 -0.03 -1.24 -0.07
C 2.37 0.23 -1.78 -0.69
C 1.42 0.90 -1.03 0.15
C 1.71 1.35 0.25 -0.56
C 2.95 1.09 0.79 -1.10
H 3.19 1.42 1.79 0.43
H 0.96 1.87 0.82 0.48
S -0.19 1.20 -1.74 1.18
O -1.16 0.36 -1.09 -0.31
O -0.07 1.08 -3.16 -0.75
N -0.43 2.81 -1.33 0.00
C -1.41 3.05 -0.28 -0.12
H -1.17 4.01 0.18 0.46
C -2.82 3.09 -0.88 -0.46
H -3.07 2.09 -1.26 0.33
O -2.91 4.04 -1.92 -0.46
C -2.00 3.75 -2.95 -0.46
H -2.22 2.77 -3.39 0.31
C -0.56 3.73 -2.43 -0.82
H -0.27 4.73 -2.07 0.40
H 0.12 3.41 -3.22 0.45
H -2.14 4.53 -3.70 0.38
H -3.55 3.39 -0.13 0.36
H -1.33 2.25 0.45 -0.17
H 2.12 -0.07 -2.78 0.57
H 4.37 -0.54 -1.82 0.47
H 5.57 0.87 1.17 0.29
C 5.14 -2.36 0.36 -0.34
H 5.53 -3.16 0.99 0.37
H 5.43 -2.58 -0.68 0.33
O 3.73 -2.31 0.46 -0.27
C 3.03 -2.82 -0.56 1.25
O 3.57 -3.36 -1.51 -0.84
C 1.58 -2.64 -0.44 0.00
C 1.02 -1.92 0.63 -0.53
C -0.34 -1.73 0.69 0.15
C -1.18 -2.26 -0.28 -0.29
C -0.65 -2.97 -1.34 -1.16
C 0.74 -3.15 -1.45 0.08
O 1.20 -3.82 -2.50 -0.70
H 2.18 -3.86 -2.46 0.36
H -1.27 -3.38 -2.11 0.45
H -2.24 -2.10 -0.20 0.52
S -1.01 -0.77 2.04 1.18
O -0.53 -1.35 3.26 -0.79
O -0.70 0.63 1.83 -0.67
N -2.65 -1.01 1.90 0.24
C -3.45 0.10 1.42 -0.17
H -3.49 0.09 0.33 0.01
H -2.99 1.04 1.73 0.14
C -4.82 -0.09 2.08 -0.65
H -5.34 0.86 2.22 0.36
H -5.44 -0.74 1.47 0.33
C -4.46 -0.78 3.39 -0.69
H -4.08 -0.06 4.11 0.27
H -5.30 -1.31 3.84 0.40
C -3.34 -1.72 2.96 -0.71
H -3.75 -2.66 2.55 0.31
H -2.63 -1.97 3.75 0.36
H 1.65 -1.52 1.40 0.77
```

No. 5
A 8-piece molecular cluster, C27H36N2O18 overall, computed with wB97M-V/def2-TZVPD.

## Properties
HOMO energy	-1.614	eV
LUMO level	3.071	eV
Kohn-Sham gap	4.68	eV
strongest force on any atom	0.054	hartree/bohr
total charge	-2

Structure (XYZ):
```
83
Properties=species:S:1:pos:R:3:mulliken_charge:R:1
N -16.58 -10.39 16.73 1.11
H -16.47 -9.88 17.61 -0.46
H -16.37 -9.78 15.92 -0.15
H -17.57 -10.76 16.69 0.51
H -16.04 -11.30 16.79 0.54
C -14.56 -9.30 12.40 -1.14
C -15.47 -9.88 13.47 0.80
O -16.29 -9.06 14.04 -0.75
O -15.38 -11.08 13.78 -0.66
H -13.89 -10.02 11.93 0.32
H -13.83 -8.61 12.85 0.12
H -15.09 -8.76 11.62 0.39
C -20.82 -12.59 16.93 -1.26
C -19.64 -11.81 16.34 0.60
O -18.93 -12.42 15.54 -0.66
O -19.48 -10.59 16.70 -0.80
H -21.40 -12.92 16.08 0.29
H -21.35 -12.05 17.72 0.27
H -20.40 -13.48 17.41 0.32
C -14.01 -13.24 17.62 -0.53
O -15.26 -12.87 17.24 -0.91
H -13.17 -12.62 17.22 0.02
H -13.93 -13.32 18.74 0.17
H -13.71 -14.28 17.33 0.25
C -15.07 -10.70 20.28 -1.45
C -15.95 -9.46 20.23 0.27
C -15.65 -8.56 21.43 -0.80
O -16.59 -7.48 21.36 -0.12
C -16.30 -6.30 22.08 -0.82
N -15.66 -8.73 18.96 0.11
H -15.08 -11.25 19.33 0.14
H -15.26 -11.40 21.09 0.44
H -14.05 -10.33 20.45 0.32
H -17.00 -9.76 20.19 0.47
H -14.64 -8.15 21.39 0.35
H -15.92 -9.09 22.35 0.44
H -15.24 -5.98 22.04 0.34
H -16.58 -6.44 23.13 0.28
H -16.82 -5.50 21.56 0.23
H -14.73 -8.36 19.19 0.18
H -16.27 -7.91 19.03 -0.55
C -18.90 -5.71 15.93 -0.91
C -18.20 -4.86 16.68 0.49
C -17.78 -5.18 18.09 1.09
O -17.15 -4.40 18.77 -0.76
C -18.17 -6.53 18.51 -1.04
C -18.82 -7.42 17.76 0.95
C -19.22 -7.09 16.33 0.55
O -19.83 -7.79 15.60 -0.50
O -19.27 -8.53 18.32 -0.51
O -17.79 -3.68 16.19 -0.63
H -19.26 -5.41 14.95 0.39
H -18.05 -6.69 19.58 0.31
H -19.65 -9.20 17.66 0.40
H -17.34 -3.15 16.87 0.34
C -14.27 -6.45 17.41 -1.04
C -13.50 -5.35 17.44 0.24
C -13.05 -4.62 16.19 0.65
O -12.38 -3.60 16.27 -0.69
C -13.78 -5.01 14.98 -0.99
C -14.70 -5.99 15.01 0.00
C -15.09 -6.77 16.25 1.78
O -15.99 -7.54 16.25 0.04
O -15.25 -6.47 13.91 -0.63
O -12.99 -4.87 18.60 -0.58
H -14.57 -6.80 18.39 0.00
H -13.41 -4.65 14.03 0.41
H -15.59 -7.40 14.12 0.18
H -12.12 -4.52 18.33 0.35
C -12.30 -9.03 16.25 -0.69
C -12.80 -10.20 15.81 -0.01
C -12.24 -10.87 14.55 0.56
O -12.79 -11.74 13.96 -0.47
C -11.08 -10.17 14.00 -1.02
C -10.60 -9.02 14.46 0.58
C -11.13 -8.37 15.68 0.55
O -10.61 -7.38 16.16 -0.72
O -9.52 -8.44 13.89 -0.62
O -13.92 -10.70 16.28 0.14
H -12.77 -8.50 17.06 0.55
H -10.72 -10.49 13.03 0.39
H -9.27 -7.69 14.46 0.34
H -14.15 -11.55 15.84 0.28
```

No. 6
An isolated molecule of C21H30NO5P, computed with wB97M-V/def2-TZVPD.

## Properties
HOMO energy	-7.833	eV
LUMO level	0.606	eV
Kohn-Sham gap	8.44	eV
strongest force on any atom	0.024	hartree/bohr
SMILES	COc1ccc(OC)c([C@H](Nc2ccccc2)P(=O)(OC(C)C)OC(C)C)c1

Structure (XYZ):
```
58
Properties=species:S:1:pos:R:3:mulliken_charge:R:1
C -3.98 -3.05 -2.72 -0.93
H -4.88 -2.75 -2.18 0.35
O -2.96 -2.09 -2.59 -0.44
C -2.48 -1.82 -1.35 -0.24
C -2.92 -2.41 -0.17 -0.75
C -2.35 -2.06 1.05 -0.93
C -1.33 -1.11 1.11 0.38
C -0.89 -0.51 -0.08 0.57
C -1.46 -0.87 -1.28 0.33
H -1.11 -0.43 -2.20 0.51
C 0.20 0.53 -0.06 -0.83
N -0.14 1.76 -0.71 0.14
C -1.22 2.54 -0.32 0.53
C -1.73 3.49 -1.20 -0.48
C -2.75 4.33 -0.82 -0.61
C -3.30 4.24 0.45 -0.49
C -2.80 3.30 1.34 -0.89
C -1.77 2.45 0.96 -0.18
H -1.40 1.72 1.66 0.43
H -3.21 3.22 2.33 0.39
H -4.10 4.90 0.75 0.38
H -3.14 5.06 -1.52 0.38
H -1.31 3.56 -2.20 0.43
H 0.00 1.72 -1.72 0.28
H 0.51 0.74 0.97 0.87
O -0.71 -0.72 2.27 -0.32
C -1.14 -1.29 3.48 -1.12
H -0.99 -2.37 3.50 0.36
H -2.19 -1.06 3.68 0.36
H -0.52 -0.83 4.25 0.29
H -2.71 -2.54 1.94 0.42
H -3.70 -3.14 -0.17 0.45
H -3.66 -4.03 -2.36 0.36
H -4.20 -3.11 -3.78 0.26
P 1.65 -0.10 -1.03 0.78
O 1.56 0.19 -2.46 -0.92
O 2.95 0.53 -0.32 -0.24
C 3.55 1.71 -0.86 0.58
C 5.05 1.58 -0.69 -1.55
H 5.55 2.44 -1.12 0.45
H 5.31 1.50 0.36 0.32
H 5.40 0.68 -1.21 0.35
C 3.00 2.93 -0.14 -1.09
H 3.45 3.84 -0.54 0.45
H 1.92 2.99 -0.26 0.09
H 3.22 2.87 0.93 0.28
H 3.29 1.76 -1.92 0.33
O 1.79 -1.65 -0.75 -0.30
C 1.96 -2.22 0.56 1.06
C 3.44 -2.41 0.83 -1.52
H 3.59 -2.85 1.82 0.39
H 3.88 -3.06 0.08 0.34
H 3.95 -1.45 0.80 0.30
C 1.20 -3.54 0.57 -1.48
H 1.30 -4.01 1.55 0.36
H 0.15 -3.37 0.35 0.26
H 1.62 -4.20 -0.18 0.40
H 1.53 -1.53 1.30 0.09
```